Entry 1:
Entry from the OMol25 dataset: a structure of composition C22H22Cl3N3O6RuS (ωB97M-V/def2-TZVPD).

Geometry as XYZ:
```
58
Properties=species:S:1:pos:R:3:forces:R:3
Ru -1.22947 1.64364 -0.75045 -0.004 0.141 -1.012
O -3.43792 2.35295 -0.85345 -0.095 0.018 0.109
C -3.38957 3.75728 -1.16807 0.045 -0.008 -0.014
C -2.26872 4.41309 -0.38049 -0.002 0.071 -0.035
N -0.96046 3.74598 -0.66080 -0.194 -0.123 0.161
C -0.03118 3.90964 0.47846 0.079 0.122 0.072
C -0.38359 2.91980 1.59576 -0.926 -0.927 -1.910
O -0.05737 3.04610 2.73933 -1.162 2.916 -1.711
O -1.04947 1.83619 1.15822 0.507 0.835 1.360
C -0.38249 4.17238 -1.96262 0.204 0.116 -0.062
C 0.10988 2.94186 -2.72707 -0.067 -0.229 0.012
O 1.10975 2.87032 -3.35886 -0.015 0.173 -0.056
O -0.76413 1.90127 -2.57319 0.054 0.059 0.004
H -3.94731 2.21621 -0.04340 -0.088 -0.061 -0.078
H -3.22347 3.80346 -2.24519 0.001 0.052 0.056
H -4.35155 4.22138 -0.95153 0.075 0.065 0.008
H -2.18801 5.47805 -0.61462 -0.040 -0.007 0.016
H -2.46296 4.31906 0.69018 -0.054 -0.001 -0.022
H 0.97991 3.66899 0.13567 -0.010 0.024 0.065
H -0.02689 4.93426 0.85678 0.015 -0.038 0.047
H -1.16415 4.64647 -2.55653 0.058 0.000 -0.033
H 0.42405 4.89152 -1.81753 -0.030 -0.034 -0.056
Cl 3.27271 -3.51012 -4.64496 -0.011 0.008 0.042
C 2.61360 -3.49693 -3.05222 0.013 0.053 0.007
C 2.54338 -2.30330 -2.34337 0.008 -0.158 -0.053
C 2.00694 -2.30533 -1.06747 0.003 -0.088 -0.012
C 1.53235 -3.47593 -0.48176 -0.003 -0.034 -0.062
C 0.86192 -3.46235 0.87187 0.004 -0.008 0.072
C -0.66350 -3.54399 0.73773 -0.147 -0.001 0.058
N -1.14142 -2.44599 -0.09180 0.024 0.061 -0.177
C -1.59812 -2.50818 -1.38988 -0.054 0.188 0.026
C -1.76522 -1.22232 -1.80271 0.107 -0.234 -0.206
N -1.37459 -0.38787 -0.77803 -0.267 -0.211 -0.122
C -1.01467 -1.15855 0.22808 0.114 0.104 0.412
O 1.16767 -2.22399 1.51918 0.381 -0.111 -0.027
C 1.25103 -2.24165 2.93292 -0.055 -0.128 -0.107
C 1.44874 -0.80280 3.30198 -0.314 0.061 0.162
C 2.71366 -0.17462 3.38310 0.286 -0.129 -0.154
Cl 4.17952 -0.92999 3.16366 -0.060 0.017 0.024
S 2.61611 1.51003 3.72850 -0.003 0.068 -0.080
C 0.91677 1.41101 3.74441 1.088 -0.972 1.822
C 0.44145 0.11599 3.52003 0.177 -0.598 -0.292
C 1.62916 -4.65636 -1.21856 -0.051 0.005 0.078
Cl 1.06486 -6.15542 -0.53875 0.010 0.034 0.006
C 2.16650 -4.68533 -2.49409 0.015 0.152 0.052
H 2.91380 -1.39184 -2.78962 0.002 0.014 -0.018
H 1.97404 -1.38368 -0.50502 -0.036 0.044 0.016
H 1.20091 -4.31533 1.46868 0.011 0.080 0.035
H -1.14438 -3.45254 1.71274 0.048 -0.135 0.030
H -0.97228 -4.48515 0.28752 0.021 0.037 0.008
H -1.76145 -3.44666 -1.88684 -0.035 -0.032 -0.056
H -2.09443 -0.84027 -2.75360 -0.003 -0.031 0.010
H -0.65357 -0.79922 1.17566 -0.088 -0.055 -0.112
H 2.08436 -2.86445 3.27537 -0.058 0.026 -0.018
H 0.32726 -2.61191 3.39036 0.023 -0.015 0.035
H 0.32403 2.29519 3.92622 0.578 -1.177 1.653
H -0.61054 -0.12477 3.51819 -0.080 0.017 0.043
H 2.23856 -5.61531 -3.03810 -0.003 -0.016 -0.018
```
Forces are in eV/Å.

E_HOMO (spin up / spin down) (eV): -13.6 / -13.6
Spin multiplicity: 5
⟨S²⟩: 6.0249
Net charge: +2
Max |F| (eV/Å): 3.58

Formally, the Löwdin partial charges of the atoms, in units of the elementary charge, are as follows: Ru 1.543; O -0.117; C -0.167; C -0.121; N -0.277; C -0.049; C -0.494; O 0.065; O -0.189; C -0.047; C -0.538; O 0.179; O -0.198; H 0.123; H 0.131; H 0.146; H 0.151; H 0.138; H 0.155; H 0.156; H 0.143; H 0.150; Cl 0.731; C -0.654; C -0.079; C -0.021; C -0.193; C -0.270; C -0.041; N -0.030; C 0.004; C -0.069; N -0.104; C -0.134; O -0.145; C -0.137; C -0.237; C -0.894; Cl 0.886; S 1.149; C -0.296; C -0.044; C -0.573; Cl 0.762; C -0.107; H 0.113; H 0.113; H 0.147; H 0.140; H 0.120; H 0.143; H 0.124; H 0.119; H 0.135; H 0.144; H 0.056; H 0.144; H 0.116

=====

Entry 2:
Entry from the OMol25 dataset: an isolated molecule of C22H22ClFN2O2 (ωB97M-V/def2-TZVPD).

Geometry as XYZ:
```
50
Properties=species:S:1:pos:R:3:forces:R:3
O -2.79197 2.61533 -3.29468 1.287 0.909 0.825
F 1.93588 3.48500 5.39710 -0.041 0.302 0.144
Cl -3.66645 -5.33689 -0.30434 0.274 0.120 0.974
N 0.59622 1.72309 0.97820 0.304 -2.220 -0.177
O -1.69540 4.38092 -2.30465 0.216 -1.358 0.159
C -1.99464 3.02570 -2.46824 -1.481 -0.056 -0.185
C 0.52537 0.41758 0.63506 -1.144 1.634 -1.597
C 1.54612 1.21379 4.97013 -0.020 0.367 0.846
C -1.27197 -4.11778 -0.41632 -0.954 0.108 1.463
C -2.24640 -3.92156 1.76937 0.945 -1.386 -2.161
C 1.11531 2.83160 3.24292 0.757 -1.806 -0.108
C 1.17733 0.19053 4.16800 -0.474 0.928 -3.563
C -0.20952 -3.25574 0.00022 -3.453 -2.302 2.364
C -1.15015 -3.16775 2.22003 -0.132 0.362 -2.318
C 1.56978 2.52697 4.54321 -1.273 0.478 -2.550
C -2.34272 -4.49418 0.45828 2.781 2.779 -0.427
C 0.90948 1.70616 2.33781 -1.189 0.119 0.446
C 0.84689 0.35953 2.76299 2.160 2.005 4.042
C -0.11086 -2.76825 1.31597 -1.455 -0.763 -0.737
N 0.69008 -0.46238 1.69004 -0.230 1.715 -0.287
C 1.05088 -1.83455 1.61413 -0.161 -1.765 -0.544
C -1.37036 2.11912 -1.38212 3.429 1.554 -1.029
C 0.06552 -0.08938 -0.77417 -1.085 0.551 0.208
C 0.73809 0.10843 -4.01854 1.939 -1.633 -0.799
C 1.83771 0.72607 -3.18996 -0.357 1.961 -0.221
C -0.50954 0.36298 -3.32168 -1.683 -0.964 2.959
C 1.08620 1.79270 -2.25730 0.826 -0.037 0.024
C -0.22198 1.09512 -1.92257 -0.648 -1.667 0.782
H -2.16832 4.98036 -2.90920 -0.075 -0.823 -0.078
H 1.73021 0.98546 6.00735 0.276 0.102 0.150
H -1.39741 -4.52749 -1.40667 0.677 0.203 -0.331
H -2.97487 -4.29207 2.40442 -1.383 -0.010 1.687
H 0.99147 3.82740 2.84582 0.220 0.134 0.147
H 1.21708 -0.71013 4.61326 -0.103 -3.299 1.194
H 0.59035 -3.23480 -0.61157 2.508 0.791 -2.210
H -1.26647 -2.77194 3.19555 0.409 0.274 0.934
H 1.85126 -1.98529 0.86278 -0.529 0.173 0.124
H 1.48967 -2.20564 2.51769 0.311 0.451 0.900
H -2.10384 1.64890 -0.81166 -1.577 -1.094 0.405
H -0.87396 2.79913 -0.64159 -0.188 -0.654 -0.740
H 0.79670 -0.85170 -1.10508 -0.096 0.642 -0.277
H -0.87857 -0.74710 -0.63900 1.216 1.343 -0.109
H 0.90806 -0.99932 -4.19592 -0.031 1.221 0.179
H 0.74453 0.57323 -4.97316 -0.134 0.285 -1.062
H 2.25932 -0.07307 -2.64895 0.734 -0.550 1.337
H 2.63374 1.10248 -3.84207 -0.104 0.318 0.373
H -1.04715 -0.59264 -3.23933 -0.327 0.446 0.458
H -1.09801 0.99848 -3.88388 -1.493 1.292 -1.055
H 1.62345 2.02580 -1.33801 0.222 -0.203 -0.023
H 0.86387 2.81778 -2.64968 0.327 -0.979 -0.534
```
Forces are in eV/Å.

E_HOMO (eV): -8.6
Spin multiplicity: 1
Energy above the lowest of the compared OMol25 structures with the same formula, charge and spin (kcal/mol): 57.1
SMILES: O=C(O)CC1(Cc2nc3cc(F)ccc3n2Cc2ccc(Cl)cc2)CCCC1
Max |F| (eV/Å): 5.00

Formally, the Löwdin partial charges of the atoms, in units of the elementary charge, are as follows: O 0.082; F 0.069; Cl 0.658; N 0.161; O 0.063; C -0.447; C -0.210; C -0.047; C -0.081; C -0.073; C 0.088; C -0.005; C -0.052; C -0.004; C -0.291; C -0.630; C -0.190; C -0.144; C -0.173; N 0.017; C -0.092; C -0.017; C -0.008; C -0.232; C -0.149; C -0.152; C -0.117; C -0.312; H 0.120; H 0.120; H 0.086; H 0.076; H 0.111; H 0.064; H 0.069; H 0.098; H 0.145; H 0.125; H 0.097; H 0.110; H 0.097; H 0.138; H 0.132; H 0.098; H 0.075; H 0.107; H 0.124; H 0.073; H 0.095; H 0.130

=====

Entry 3:
Entry from the OMol25 dataset: a structure of composition C22H22ClN4ReSbSe4 (ωB97M-V/def2-TZVPD).

Geometry as XYZ:
```
55
Properties=species:S:1:pos:R:3:forces:R:3
Re 1.22119 0.21046 -0.38160 -0.090 -0.218 -0.232
Se 6.67660 1.61976 2.93070 -0.150 0.090 -0.107
Sb 5.67904 2.95264 1.23400 0.085 -0.077 0.240
Se 2.54367 2.13365 -0.93465 -0.082 0.215 0.035
Se 3.75153 0.26980 -0.31820 0.131 -0.221 -0.113
Se 3.57946 3.91376 2.03941 0.039 0.101 -0.105
Cl -1.10680 0.69425 -5.58000 0.003 -0.003 0.003
C 0.13159 -0.05538 -4.64529 0.019 -0.016 0.007
C 0.98058 -0.99643 -5.20364 -0.005 0.001 0.000
C 1.95041 -1.55838 -4.39333 -0.009 0.005 -0.012
C 2.02744 -1.18239 -3.06539 0.006 -0.025 -0.012
N 1.19914 -0.27613 -2.53486 -0.047 0.048 0.181
C 0.27362 0.29001 -3.31658 -0.018 0.023 -0.024
H 0.87900 -1.27457 -6.24362 0.002 0.003 0.003
H 2.64224 -2.29191 -4.78119 0.001 0.001 0.005
H 2.76771 -1.59972 -2.39927 0.009 0.000 0.009
H -0.37615 1.02503 -2.86265 0.017 0.009 0.002
C 1.74870 2.12025 4.80967 0.015 0.023 0.001
C 1.36324 1.14893 3.75157 -0.037 0.040 -0.043
C 0.82078 -0.12453 3.85086 0.009 -0.022 0.002
C 0.74613 -0.61179 2.55140 0.003 0.037 -0.018
N 1.18977 0.32701 1.70042 -0.067 0.042 0.101
N 1.54619 1.39484 2.45087 0.094 -0.173 0.061
C 0.30312 -1.95587 2.08394 0.042 -0.005 0.031
H 1.22154 1.88718 5.73302 0.016 -0.007 0.001
H 1.52211 3.14056 4.50800 -0.006 0.004 -0.005
H 2.82393 2.07361 4.98678 0.016 -0.004 -0.010
H 0.54257 -0.63924 4.75434 0.008 -0.001 -0.004
H 2.15307 2.14788 2.07358 -0.072 0.068 -0.010
H 0.33422 -2.65912 2.91421 -0.004 -0.005 -0.004
H 0.96856 -2.33190 1.30223 -0.010 -0.007 0.018
H -0.71170 -1.93262 1.68949 -0.035 0.009 -0.024
C -2.56123 -2.77745 -3.13686 0.019 0.001 0.014
C -3.10833 -1.51932 -2.90958 0.008 -0.001 0.009
C -2.53910 -0.66441 -1.98146 -0.056 0.000 -0.026
C -1.40793 -1.05681 -1.26487 0.054 0.028 -0.006
C -0.88396 -2.32878 -1.47095 0.047 -0.006 0.012
C -1.44956 -3.17915 -2.41092 -0.026 -0.014 -0.027
N -0.75481 -0.14969 -0.39053 0.035 0.123 0.052
C -1.60439 0.56095 0.50744 -0.014 -0.042 0.002
C -1.36906 1.90611 0.77791 0.067 0.019 -0.008
C -2.12686 2.57846 1.72445 -0.041 -0.005 0.025
C -3.15753 1.92645 2.38543 0.027 0.016 -0.016
C -3.42427 0.59592 2.08859 -0.007 0.001 0.001
C -2.65543 -0.08465 1.15958 0.005 -0.037 0.006
H -3.00594 -3.44132 -3.86618 0.000 -0.001 0.004
H -3.97815 -1.19697 -3.46746 0.003 -0.004 -0.002
H -2.95605 0.32177 -1.81371 0.002 -0.014 -0.008
H -0.02755 -2.64523 -0.88436 -0.017 -0.006 -0.029
H -1.02728 -4.16439 -2.56358 0.000 0.006 -0.004
H -0.58565 2.43009 0.23983 0.013 -0.005 0.008
H -1.91693 3.62013 1.93025 -0.002 -0.006 0.004
H -3.75499 2.45275 3.11770 -0.002 -0.001 -0.004
H -4.23351 0.08010 2.58962 0.005 0.002 0.002
H -2.86397 -1.12423 0.93545 -0.004 0.012 0.013
```
Forces are in eV/Å.

E_HOMO (spin up / spin down) (eV): -6.6 / -6.5
Spin multiplicity: 4
Energy above the lowest of the compared OMol25 structures with the same formula, charge and spin (kcal/mol): 9.8
⟨S²⟩: 3.7851
Max |F| (eV/Å): 0.33

Formally, the Löwdin partial charges of the atoms, in units of the elementary charge, are as follows: Re 0.922; Se -0.305; Sb 0.099; Se 0.119; Se 0.043; Se -0.237; Cl 0.719; C -0.634; C -0.059; C -0.026; C -0.139; N -0.140; C -0.169; H 0.118; H 0.118; H 0.073; H 0.114; C -0.022; C -0.269; C 0.037; C -0.319; N -0.170; N 0.048; C -0.023; H 0.083; H 0.069; H 0.090; H 0.118; H -0.058; H 0.089; H 0.066; H 0.062; C -0.087; C -0.076; C -0.039; C -0.344; C -0.053; C -0.075; N -0.155; C -0.322; C -0.052; C -0.071; C -0.086; C -0.073; C -0.042; H 0.103; H 0.108; H 0.126; H 0.094; H 0.106; H 0.089; H 0.109; H 0.102; H 0.105; H 0.117

=====

Entry 4:
Entry from the OMol25 dataset: a structure of composition C22H22Co2NO6 (ωB97M-V/def2-TZVPD).

Geometry as XYZ:
```
53
Properties=species:S:1:pos:R:3:forces:R:3
O -0.11669 -0.90405 -3.69873 -0.307 -0.256 0.287
C -0.14651 -0.17900 -2.81057 0.359 -0.269 -1.753
Co 0.04775 0.95863 -1.49647 -0.728 0.444 0.719
C -1.43575 1.93062 -1.38075 -1.537 0.505 0.486
O -2.38070 2.58944 -1.31625 0.875 -0.513 -0.138
C 0.24281 -0.02517 -0.07044 0.484 -0.211 2.777
O 0.47423 -0.67909 0.87011 -0.504 0.833 -1.968
C 1.95830 1.22783 -1.57302 -0.418 -0.132 -1.547
C 2.69364 0.03783 -2.12122 0.015 1.075 0.333
C 2.82459 -1.08809 -1.29096 0.041 0.592 -0.478
C 3.22572 -2.28422 -1.83766 0.332 -0.145 -0.265
C 3.56472 -2.37234 -3.19273 -0.132 0.210 0.057
C 3.46548 -1.23797 -4.00402 0.353 -0.470 0.157
C 3.06167 -0.02192 -3.47858 -0.129 -0.336 0.675
C 1.49511 2.34418 -2.36044 1.438 0.118 -1.036
C 1.41297 2.78645 -3.65251 0.195 -0.853 1.451
Co 2.09584 2.96682 -0.71270 0.361 0.438 1.511
C 2.57199 2.28728 0.87940 0.401 -1.450 1.469
O 2.84161 1.69781 1.84464 -0.436 1.241 -1.694
C 0.81925 4.13251 -0.17751 -2.105 0.575 -0.111
O -0.08487 4.81335 0.09944 1.959 -1.075 -0.371
C 3.52007 3.94448 -1.22374 1.642 0.453 -1.240
O 4.44657 4.47682 -1.68514 -1.624 -0.731 0.922
H 2.55047 -0.99588 -0.24305 0.119 -0.132 -0.274
H 3.26953 -3.14778 -1.19063 0.130 -0.225 -0.052
H 3.91332 -3.31660 -3.59973 -0.130 0.086 -0.038
H 3.71055 -1.30606 -5.05919 0.041 -0.037 0.051
H 2.98373 0.85194 -4.11896 -0.005 -0.160 0.250
H 1.64582 3.84422 -3.80105 -0.576 -0.287 -0.480
H 1.29762 2.05726 -4.47559 -0.050 0.707 0.289
C -3.34280 -3.16113 1.61436 -0.039 -0.113 0.015
C -2.16150 -2.31223 2.04289 0.283 0.566 -0.308
C -1.11277 -3.11890 2.79964 -0.036 0.057 -0.193
C -2.61879 -1.09136 2.85891 0.278 -0.126 0.583
C -3.56674 -0.15540 2.09091 0.278 0.095 -0.124
C -3.12032 1.28345 2.42763 -0.395 -0.106 0.531
C -1.69833 1.16233 2.97406 0.665 -0.101 -0.508
N -1.48774 -0.24825 3.26831 0.028 -0.379 0.396
H -3.86790 -3.55446 2.49181 -0.056 -0.026 -0.068
H -4.04804 -2.58841 1.00804 -0.027 -0.045 0.076
H -3.00046 -4.00393 1.01068 -0.056 -0.057 0.038
H -1.67868 -1.90611 1.13678 -0.115 -0.122 0.262
H -1.53128 -3.53886 3.72220 0.051 0.015 -0.019
H -0.75552 -3.94186 2.17363 -0.005 -0.010 0.115
H -0.25895 -2.47912 3.03554 -0.087 -0.105 0.041
H -3.10855 -1.49314 3.77206 -0.116 0.115 -0.277
H -3.46178 -0.32106 1.01010 -0.085 -0.073 0.201
H -4.60088 -0.35542 2.38601 0.069 0.138 -0.242
H -3.17135 1.94345 1.55982 -0.073 -0.010 0.147
H -3.75529 1.68025 3.22829 -0.078 0.080 -0.241
H -0.97049 1.46116 2.20578 -0.115 0.150 0.105
H -1.50917 1.78655 3.85633 -0.160 -0.041 -0.138
H -1.14149 -0.43689 4.20426 -0.270 0.102 -0.378
```
Forces are in eV/Å.

E_HOMO (eV): -3.5
Spin multiplicity: 1
Net charge: -1
Max |F| (eV/Å): 2.83

Formally, the Löwdin partial charges of the atoms, in units of the elementary charge, are as follows: O 0.106; C -0.160; Co 0.032; C -0.148; O 0.079; C -0.160; O 0.065; C -0.268; C -0.208; C -0.055; C -0.094; C -0.107; C -0.101; C -0.045; C -0.375; C 0.022; Co 0.008; C -0.131; O 0.087; C -0.127; O 0.072; C -0.123; O 0.073; H 0.097; H 0.094; H 0.086; H 0.094; H 0.093; H 0.053; H 0.057; C -0.082; C -0.421; C -0.080; C -0.332; C -0.135; C -0.158; C -0.210; N -0.028; H 0.079; H 0.069; H 0.075; H 0.122; H 0.076; H 0.075; H 0.066; H 0.142; H 0.111; H 0.107; H 0.097; H 0.100; H 0.092; H 0.108; H 0.112

=====

Total energy: -3340.2845 -1671.5293 -11455.0468 -4123.2097 (hartree)